Entry 1:
{"formula": "C4H16N4", "method": "ωB97M-V/def2-TZVPD", "species": ["C", "C", "N", "N", "N", "H", "H", "H", "H", "H", "H", "H", "H", "C", "C", "N", "H", "H", "H", "H", "H", "H", "H", "H"], "positions_angstrom": [[-2.558966, -0.476863, 0.036383], [-1.023393, -1.197261, 1.929513], [-1.649086, -0.137734, 1.184123], [-0.962786, -2.572301, 1.381459], [-0.426152, -1.018398, 3.148445], [-1.992864, 0.579082, 1.766056], [-1.225880, -2.832170, 0.450083], [-0.281083, -3.184797, 1.579793], [-0.277767, -0.063064, 3.508286], [0.303393, -1.680717, 3.360658], [-3.467507, 0.274324, -0.010576], [-2.874875, -1.583396, 0.114620], [-2.073551, -0.348167, -1.001769], [1.929930, 1.770793, -1.461991], [2.339294, 0.412877, -0.894293], [0.717243, 1.786948, -2.393905], [1.665599, 2.355897, -0.518777], [2.837010, 2.298640, -1.852163], [2.204743, -0.200451, -1.724026], [1.655232, 0.111584, -0.233103], [-0.066543, 1.409334, -1.887089], [0.653119, 2.732027, -2.736323], [1.130009, 1.036616, -3.161364], [3.444877, 0.527193, -0.584032]], "forces_ev_per_a": [[-0.6, 0.1, -0.5], [-1.4, -2.2, -2.3], [1.2, -1.7, -1.3], [-3.0, 4.1, -0.4], [0.0, 1.0, 0.5], [-0.5, 0.6, 0.6], [-0.6, 0.9, -0.4], [3.4, -2.0, 1.8], [0.0, -1.0, -0.5], [0.2, 0.2, 0.1], [1.7, -1.8, 0.5], [0.0, 1.9, -0.1], [-0.4, -0.3, 1.7], [0.8, 2.1, 3.5], [3.1, 2.8, -2.7], [4.6, -3.1, -1.4], [-0.1, -0.2, -1.5], [-1.3, -0.4, -0.6], [0.7, -2.0, -1.4], [-2.1, -1.2, 3.2], [-0.9, 0.0, 0.1], [-0.7, 0.3, -0.5], [-2.1, 2.4, 1.6], [-2.0, -0.7, -0.2]], "nbo_charge": [-0.432, 0.420, -0.682, -0.862, -0.834, 0.389, 0.381, 0.369, 0.393, 0.386, 0.225, 0.212, 0.167, -0.270, -0.618, -0.721, 0.227, 0.241, 0.194, 0.223, 0.430, 0.452, 0.450, 0.259], "charge": 1, "e_lumo_ev": [-3.66, -3.76], "s_squared": 0.76, "homo_lumo_gap_ha": [0.1116, 0.3158], "total_energy_ha": -380.61732, "fmax_ev_per_a": 5.68, "relative_energy_ev": 2.070, "spin_multiplicity": 2}

Entry 2:
{"formula": "C4H16N4", "method": "ωB97M-V/def2-TZVPD", "species": ["C", "C", "C", "C", "N", "N", "N", "N", "H", "H", "H", "H", "H", "H", "H", "H", "H", "H", "H", "H", "H", "H", "H", "H"], "positions_angstrom": [[-0.236710, 2.501110, -0.239690], [0.430882, 0.100815, -0.333938], [0.294520, 1.237955, 0.336341], [-2.493425, -0.274979, -0.049642], [1.108674, -1.042033, 0.207009], [-3.071456, -1.228298, -0.726151], [3.726638, -0.982545, -0.269135], [-2.443597, -0.236524, 1.254539], [-1.023805, 2.927243, 0.382412], [-0.600502, 2.369776, -1.256698], [0.565382, 3.240218, -0.264537], [0.195761, 0.003150, -1.382629], [0.609167, 1.287434, 1.371352], [-2.046477, 0.544641, -0.600479], [1.074616, -1.047702, 1.224362], [0.734035, -1.916172, -0.149790], [-3.562985, -1.987625, -0.265271], [-3.154950, -1.193996, -1.735142], [4.095298, -1.927581, -0.406017], [4.200025, -0.563377, 0.534574], [3.943293, -0.427802, -1.100882], [-2.915452, -0.928614, 1.826862], [-2.040517, 0.554737, 1.737242], [2.611579, -1.009824, -0.094702]], "forces_ev_per_a": [[0.0, 0.1, 0.0], [0.7, 0.2, 0.3], [0.0, -0.2, -0.2], [-0.4, 0.3, -0.1], [-0.3, -0.1, 0.1], [-0.2, -0.4, -0.1], [0.0, 0.0, -0.1], [-0.2, -0.2, 0.4], [-0.1, 0.1, 0.0], [0.0, 0.0, -0.1], [-0.1, 0.1, 0.0], [-0.1, 0.1, -0.2], [0.1, -0.1, 0.2], [-0.1, -0.1, 0.1], [-0.1, -0.1, -0.1], [0.0, 0.0, 0.2], [0.1, 0.1, -0.1], [0.1, 0.1, 0.2], [0.0, 0.1, 0.0], [0.0, 0.0, -0.1], [0.0, -0.1, 0.1], [0.1, 0.1, 0.0], [0.0, -0.1, -0.2], [0.5, 0.0, -0.1]], "nbo_charge": [-0.662, -0.083, -0.214, 0.399, -0.833, -0.702, -0.915, -0.711, 0.234, 0.221, 0.266, 0.210, 0.212, 0.244, 0.402, 0.405, 0.433, 0.449, 0.444, 0.442, 0.443, 0.433, 0.444, 0.442], "charge": 2, "e_lumo_ev": -6.32, "homo_lumo_gap_ha": 0.3643, "total_energy_ha": -380.45867, "fmax_ev_per_a": 0.78, "relative_energy_ev": 0.469}

Entry 3:
{"formula": "C4H16N6", "method": "ωB97M-V/def2-TZVPD", "species": ["C", "C", "N", "N", "N", "H", "H", "H", "H", "H", "H", "H", "H", "C", "C", "N", "N", "N", "H", "H", "H", "H", "H", "H", "H", "H"], "positions_angstrom": [[-2.079564, -1.958973, -0.198877], [-1.295532, -0.446694, 1.544106], [-2.325040, -0.781240, 0.664647], [-0.204622, -1.333644, 1.795837], [-1.245098, 0.860451, 1.963565], [-3.263602, -0.440659, 0.680210], [-0.400657, -2.259406, 1.482862], [0.656994, -1.014912, 2.181043], [-2.066522, 1.422109, 1.711864], [-0.900545, 1.296688, 2.833030], [-0.975390, -1.904197, -0.396278], [-2.574362, -1.782006, -1.152493], [-2.418062, -2.869037, 0.289667], [1.556937, 2.306694, -0.065973], [1.452252, 0.312337, -1.375078], [1.926312, 0.832381, -0.208544], [0.257920, 0.669666, -1.828205], [2.163870, -0.754295, -1.850784], [2.882226, 0.534178, -0.013058], [-0.227386, 1.424837, -1.384832], [-0.296162, 0.158873, -2.497707], [3.071310, -0.918814, -1.448036], [1.678395, -1.288572, -2.576099], [1.387912, 2.749895, -1.043774], [2.487942, 2.795623, 0.235520], [0.750467, 2.388716, 0.657379]], "forces_ev_per_a": [[0.7, 1.8, 0.1], [-0.2, -1.0, 2.0], [1.6, -1.0, -1.5], [-2.1, 1.2, -1.0], [-0.1, 3.1, -0.1], [-0.1, 0.1, 0.8], [0.7, -0.4, 0.4], [0.3, -0.1, 0.0], [0.6, -0.6, -0.2], [-0.1, -1.6, -0.4], [-1.1, -0.7, 0.0], [-0.2, -0.4, 0.0], [0.2, -0.4, -0.2], [1.8, -0.9, 0.5], [1.1, -2.3, 1.8], [-0.7, 1.7, -2.0], [0.2, 0.0, -0.4], [-2.4, 1.5, -0.6], [-0.4, 0.6, 0.2], [-0.2, 0.1, 0.4], [0.4, -0.2, -0.1], [-0.1, -0.5, -0.5], [1.2, -0.2, 0.5], [-0.5, -0.1, 0.0], [-0.4, 0.1, 0.5], [0.0, 0.3, -0.1]], "nbo_charge": [-0.427, 0.383, -0.668, -0.877, -0.889, 0.401, 0.398, 0.400, 0.384, 0.406, 0.190, 0.207, 0.197, -0.457, 0.662, -0.567, -0.768, -0.772, 0.402, 0.427, 0.431, 0.427, 0.426, 0.209, 0.235, 0.238], "charge": 1, "e_lumo_ev": [-2.86, -2.98], "s_squared": 0.75, "homo_lumo_gap_ha": [0.1396, 0.3363], "total_energy_ha": -490.22711, "fmax_ev_per_a": 3.11, "relative_energy_ev": 1.165, "spin_multiplicity": 2}

Entry 4:
{"formula": "C4H16N8NaO12S2", "method": "ωB97M-V/def2-TZVPD", "species": ["Na", "S", "O", "O", "O", "O", "S", "O", "O", "O", "O", "C", "O", "N", "N", "H", "H", "H", "H", "C", "O", "N", "N", "H", "H", "H", "H", "C", "O", "N", "N", "H", "H", "H", "H", "C", "O", "N", "N", "H", "H", "H", "H"], "positions_angstrom": [[-0.935211, 0.537651, -0.172800], [-3.613284, -3.884320, -1.849178], [-4.265077, -3.334782, -3.045189], [-2.672762, -4.930199, -2.221939], [-2.939902, -2.763828, -1.176940], [-4.682105, -4.392459, -0.943297], [-5.067911, 1.732043, 1.014215], [-4.039923, 1.176948, 1.865340], [-6.054211, 0.768743, 0.613977], [-5.697092, 2.850795, 1.623855], [-4.369891, 2.032977, -0.236122], [0.185802, -0.982534, 4.543356], [0.613708, -0.863428, 3.411315], [0.800598, -1.550353, 5.505847], [-1.051573, -0.606710, 4.919965], [1.682227, -1.970207, 5.247872], [0.205001, -1.875027, 6.254154], [-1.340527, -0.700930, 5.883151], [-1.649418, -0.102190, 4.281101], [2.038721, -3.956382, -0.919884], [3.150850, -3.640197, -0.719760], [1.156228, -4.019510, 0.033762], [1.681713, -4.585247, -2.033352], [0.323719, -4.121308, -0.528943], [1.026223, -3.312143, 0.742868], [0.710189, -4.680612, -2.292493], [2.452574, -4.761896, -2.661578], [-0.156254, 5.227758, -1.400603], [0.836667, 5.997849, -1.512966], [-0.932232, 4.773886, -2.377333], [-0.698548, 4.893875, -0.243142], [-1.740307, 4.203973, -2.171641], [-0.674352, 4.904018, -3.345144], [-0.148731, 5.394935, 0.440040], [-1.529613, 4.320563, -0.215897], [4.156219, 1.325230, -2.066209], [2.984403, 1.102688, -1.768631], [4.585240, 2.556693, -2.350637], [5.185353, 0.559854, -1.816299], [5.550605, 2.853488, -2.360349], [3.923830, 3.316714, -2.279977], [6.096196, 0.881762, -2.111001], [4.912856, -0.378182, -1.559518]], "forces_ev_per_a": [[-1.4, -0.4, 0.1], [-2.9, 1.4, 0.6], [-0.3, 0.0, -1.5], [2.0, -1.8, -0.4], [1.9, 0.9, 1.0], [0.4, -0.8, 0.1], [0.3, -2.2, -2.0], [2.3, -1.2, 2.9], [-2.2, -1.9, 0.3], [-1.3, 3.8, 1.8], [2.2, 2.3, -2.8], [-3.0, 1.7, -3.5], [0.7, 0.4, -0.7], [3.3, -2.4, 3.9], [-1.5, 0.9, 0.0], [-0.3, -0.3, 0.5], [0.9, -0.4, 0.0], [-0.1, 0.2, -0.5], [-0.1, -0.2, 0.0], [0.3, -1.5, 0.0], [5.8, 2.3, 0.3], [-4.5, 0.2, 1.2], [-0.4, -0.7, -2.3], [-1.6, -0.2, 1.4], [0.6, 0.1, -0.2], [0.1, -0.2, -0.4], [-0.6, 0.1, -0.1], [0.8, 2.0, -0.8], [-1.2, -1.5, -0.1], [-0.3, -0.5, -2.9], [1.4, 0.4, 1.6], [0.1, 0.1, -0.2], [-0.1, -0.1, 0.4], [-1.0, -0.7, 1.1], [0.0, 0.2, 1.0], [-2.3, 1.8, 2.3], [0.5, -0.5, -0.9], [-0.1, 3.5, -1.5], [1.4, -3.0, 0.2], [-0.3, -0.4, 0.1], [-0.1, -0.3, -0.1], [-0.2, -0.9, 0.2], [0.8, -0.2, -0.1]], "nbo_charge": [0.946, 2.592, -1.139, -1.152, -1.149, -1.125, 2.631, -1.170, -1.098, -1.129, -1.180, 0.753, -0.681, -0.825, -0.837, 0.403, 0.380, 0.365, 0.442, 0.751, -0.709, -0.808, -0.849, 0.396, 0.399, 0.426, 0.386, 0.757, -0.739, -0.832, -0.845, 0.410, 0.393, 0.409, 0.428, 0.753, -0.656, -0.850, -0.831, 0.367, 0.410, 0.379, 0.428], "charge": -3, "e_lumo_ev": 4.45, "homo_lumo_gap_ha": 0.0700, "total_energy_ha": -2461.56916, "fmax_ev_per_a": 6.24, "relative_energy_ev": 6.910}